# 1
DFT (ωB97M-V with the def2-TZVPD basis set) results for C22H21N7ORu as an isolated structure.

As for the frontier orbital gap (alpha / beta): 7.251 / 4.746 eV. The total charge is +4. The value obtained for the relative energy (zero: lowest compared OMol25 entry of this formula, charge and spin) is 0.9328 eV. The spin multiplicity is 5.

XYZ file:
```
52
Properties=species:S:1:pos:R:3:forces:R:3:mulliken_charge:R:1
Ru -0.989 0.715 0.577 0.020 -0.025 -0.119 0.65
C 1.680 -0.304 -0.604 0.015 -0.009 0.052 -1.09
N 0.861 0.946 -0.572 -0.061 -0.049 0.098 0.07
C 0.562 1.417 -1.960 -0.038 0.039 -0.007 -0.53
C -0.758 2.109 -2.006 0.005 -0.044 0.035 -0.09
N -1.713 1.823 -1.091 0.028 0.047 -0.003 -0.14
C -2.805 2.560 -1.435 -0.046 0.008 0.005 0.80
C -4.089 2.660 -0.812 0.022 -0.003 -0.008 -0.62
C -4.996 3.499 -1.380 0.003 -0.031 0.040 -0.68
C -4.668 4.246 -2.550 0.057 0.022 -0.060 -0.39
C -3.389 4.159 -3.187 -0.048 0.018 0.013 -0.81
C -2.496 3.313 -2.605 0.031 -0.009 -0.012 0.75
N -1.172 2.977 -2.912 -0.029 0.012 -0.012 0.00
C 0.793 -1.500 -0.501 -0.005 0.017 -0.022 0.42
N -0.470 -1.469 -0.202 -0.015 -0.008 0.020 0.27
C -0.887 -2.817 -0.186 -0.020 -0.035 -0.012 0.28
C -2.098 -3.395 0.035 -0.002 -0.003 0.020 -0.62
C -2.159 -4.820 -0.045 0.008 -0.001 -0.007 -0.52
C -1.025 -5.630 -0.343 -0.007 0.008 0.006 -0.57
C 0.190 -5.064 -0.573 0.006 0.011 0.005 -0.85
C 0.245 -3.640 -0.494 0.015 0.026 -0.027 1.01
N 1.268 -2.788 -0.685 0.001 -0.053 0.000 0.03
H 2.388 -0.328 0.235 0.008 0.040 -0.021 0.38
H 2.285 -0.350 -1.514 0.002 -0.003 -0.005 0.63
H 1.427 1.663 -0.122 0.016 0.012 -0.026 0.23
H 0.490 0.550 -2.622 -0.003 -0.006 -0.003 0.36
H 1.362 2.054 -2.344 0.010 -0.009 0.003 0.53
H -4.326 2.088 0.075 -0.002 0.000 0.000 0.42
H -5.983 3.615 -0.952 -0.003 0.007 -0.008 0.47
H -5.410 4.910 -2.980 -0.011 -0.005 0.009 0.46
H -3.177 4.747 -4.072 0.008 -0.004 0.000 0.49
H -0.630 3.340 -3.690 -0.002 0.004 0.000 0.29
H -2.991 -2.827 0.258 -0.004 -0.006 0.000 0.48
H -3.112 -5.307 0.126 -0.003 0.008 0.004 0.46
H -1.149 -6.704 -0.387 -0.002 0.000 -0.002 0.48
H 1.070 -5.651 -0.807 0.001 0.002 -0.001 0.47
H 2.226 -3.042 -0.907 -0.001 -0.004 -0.002 0.29
N 4.119 -0.241 4.537 -0.046 -0.057 0.028 -0.37
C 3.312 -0.255 3.484 -0.025 0.030 -0.017 0.53
O 3.664 -0.408 2.319 0.017 -0.014 -0.002 -0.64
C 1.815 -0.088 3.703 -0.011 0.016 -0.016 -0.26
C 1.032 -0.420 4.801 0.032 0.012 -0.075 -0.20
C -0.358 -0.338 4.686 0.034 -0.025 0.093 -0.82
C -0.922 0.020 3.484 0.013 -0.005 -0.160 -0.28
N -0.158 0.345 2.412 0.006 0.080 0.106 -0.13
C 1.167 0.336 2.562 0.005 -0.004 0.025 -0.11
H 5.110 -0.388 4.397 0.003 0.024 -0.013 0.27
H 3.803 -0.043 5.471 0.022 0.015 0.003 0.19
H 1.476 -0.763 5.728 -0.032 0.000 0.019 0.45
H -0.998 -0.580 5.523 0.002 -0.003 -0.003 0.44
H -1.998 0.051 3.347 -0.004 -0.025 0.044 0.39
H 1.774 0.662 1.738 0.029 -0.017 0.016 0.75
```
Forces are in eV/Å.


# 2
DFT (ωB97M-V with the def2-TZVPD basis set) results for C14H34NO3P2ReSi as an isolated structure.

As for the frontier orbital gap (alpha / beta): 5.783 / 6.164 eV. The total charge is +1. The value obtained for the relative energy (zero: lowest compared OMol25 entry of this formula, charge and spin) is 0.6969 eV. The spin multiplicity is 4.

XYZ file:
```
56
Properties=species:S:1:pos:R:3:forces:R:3:mulliken_charge:R:1
C 0.925 -1.221 -3.960 0.037 -0.123 0.089 -0.75
C 0.820 -1.098 -2.578 0.420 0.332 -0.497 0.47
N -0.315 -0.630 -2.020 -0.400 -1.153 0.687 0.05
C -1.451 -0.593 -2.755 0.263 0.456 -0.656 0.44
C -1.392 -0.682 -4.144 -0.301 -0.153 0.305 -0.78
C -0.184 -0.979 -4.761 0.110 0.165 0.112 -0.47
C 1.964 -1.493 -1.674 -3.122 -1.733 0.534 -1.25
P 1.500 -1.332 0.106 3.122 -0.502 0.152 0.08
Re -0.384 -0.129 0.174 1.042 -0.374 -2.180 1.05
P -2.523 -0.621 -0.185 -3.144 0.798 -1.002 1.18
C -2.759 -0.437 -2.029 -0.075 0.139 0.210 -1.41
O 3.411 3.974 -2.685 -2.881 -1.107 0.322 -0.61
O 0.388 1.919 -0.778 -3.830 0.625 -1.778 -0.65
H 1.888 -1.523 -4.363 -0.287 0.012 -0.077 0.51
H -2.317 -0.532 -4.697 0.272 -0.171 -0.029 0.50
H -0.113 -1.042 -5.844 -0.021 -0.012 0.205 0.43
C 1.984 -2.947 0.773 -0.198 -0.240 0.671 -1.12
C 3.836 1.585 -0.205 0.026 0.189 0.204 -0.82
H -3.207 0.550 -2.229 0.135 -0.314 0.059 0.42
H -3.481 -1.203 -2.348 0.231 0.297 -0.221 0.56
H 2.779 -0.912 -1.824 2.662 1.887 -0.736 0.55
H 2.238 -2.547 -1.843 -0.137 0.413 -0.225 0.41
C -3.350 -2.197 0.175 0.383 -0.446 0.309 -1.40
C -3.685 0.617 0.472 -0.466 0.096 0.352 -1.29
H 4.009 2.203 0.692 -0.041 -0.289 -0.322 0.31
H 0.331 2.638 -0.120 0.208 -0.280 -0.066 0.33
H 4.242 4.261 -2.937 2.652 0.947 -0.753 0.29
H 3.005 3.623 -3.494 0.202 0.206 0.375 0.31
H -0.639 -1.568 0.894 -0.262 -0.200 0.260 -0.32
H -0.553 2.033 -1.301 3.532 -0.130 1.693 0.41
H 2.268 -3.636 -0.034 -0.083 0.185 0.341 0.45
H 2.830 -2.789 1.457 -0.265 -0.353 -0.206 0.31
H 1.132 -3.357 1.331 0.366 -0.147 -0.040 0.32
H 4.770 1.079 -0.475 -0.189 0.115 0.063 0.33
H 3.066 0.834 0.020 0.257 0.276 -0.057 -0.06
H 3.519 2.242 -1.021 0.065 -0.196 0.149 0.23
H -4.537 0.090 0.915 -0.024 0.396 -0.053 0.46
H -3.190 1.220 1.245 -0.168 -0.173 -0.220 0.21
H -4.030 1.268 -0.339 0.013 -0.063 0.288 0.36
H -4.222 -2.005 0.811 0.210 -0.175 -0.213 0.44
H -3.658 -2.686 -0.756 0.031 0.045 0.304 0.43
H -2.646 -2.843 0.713 -0.291 -0.020 -0.129 0.33
C -1.614 1.750 4.193 0.076 0.070 -0.017 -1.10
Si -0.216 0.783 3.408 0.318 -0.061 0.248 0.25
C 1.458 1.557 3.746 -0.135 0.039 0.069 -0.96
C -0.247 -0.993 4.027 -0.074 0.064 -0.079 -0.92
O -0.433 0.843 1.751 -0.210 0.723 1.808 -0.27
H -1.560 1.672 5.288 -0.042 0.032 -0.238 0.35
H -2.596 1.375 3.875 0.174 0.029 0.089 0.30
H -1.554 2.814 3.927 -0.026 -0.195 0.068 0.29
H 1.721 1.447 4.807 -0.017 0.057 -0.230 0.38
H 2.249 1.087 3.146 -0.175 0.046 0.111 0.25
H 1.446 2.630 3.510 0.035 -0.201 0.053 0.31
H -1.271 -1.390 4.047 0.200 0.039 -0.010 0.27
H 0.367 -1.666 3.412 -0.078 0.160 0.141 0.21
H 0.142 -1.023 5.055 -0.100 -0.027 -0.239 0.40
```
Forces are in eV/Å.


# 3
DFT (ωB97M-V with the def2-TZVPD basis set) results for a 4-piece molecular cluster, C29H49INO15P overall.

As for the frontier orbital gap: 9.026 eV. Its SMILES is CCCCC[C@@]1(N)[C@H](CCCOC)[C@H](CC(=O)OC(C)=O)O[C@H]1P(O)I.C[C@@H]1COC(=O)O1.C[C@@H]1COC(=O)O1.C[C@@H]1COC(=O)O1. The total charge is 0.

XYZ file:
```
96
Properties=species:S:1:pos:R:3:forces:R:3:mulliken_charge:R:1
C 5.646 1.712 0.948 0.024 -0.252 0.423 -0.82
C 4.949 0.339 0.949 -0.149 0.234 -0.193 -0.65
C 3.595 0.352 0.225 0.070 -0.079 -0.215 0.16
C 3.287 -0.953 -0.515 0.209 0.080 -0.101 -1.51
C 2.103 -0.836 -1.482 0.050 0.446 0.282 -1.45
C 0.693 -1.122 -0.894 -0.580 -1.435 -0.453 2.15
N 0.657 -1.500 0.514 0.054 0.454 0.182 -0.31
C -0.323 -0.007 -1.267 0.606 0.054 0.815 -0.53
C -1.544 0.063 -0.346 -0.461 0.008 -0.343 -0.34
C -2.714 -0.893 -0.627 -0.459 0.203 0.197 -0.28
C -4.090 -0.302 -0.256 0.127 -0.125 -0.067 -1.02
O -4.652 -0.863 0.921 -0.206 0.188 0.049 -0.46
C -4.000 -0.441 2.099 0.022 -0.057 -0.154 -0.74
C -0.531 -0.360 -2.726 0.407 0.233 -0.513 -0.34
C -1.602 0.339 -3.579 0.091 -0.565 -0.078 -1.24
C -2.330 1.498 -2.976 -0.550 -0.201 -0.191 0.53
O -3.523 1.572 -2.839 0.272 0.107 0.123 -0.59
O -1.500 2.524 -2.663 0.242 -0.122 0.046 -0.23
C -2.139 3.736 -2.368 0.015 0.376 -0.084 0.68
C -2.309 4.026 -0.922 -0.228 0.152 0.345 -0.71
O -2.395 4.487 -3.249 -0.067 0.018 -0.218 -0.52
O -0.716 -1.785 -2.769 0.372 0.237 0.072 -0.47
C -0.029 -2.316 -1.646 -0.466 0.386 0.386 -1.00
P 1.026 -3.800 -1.997 -0.035 0.215 -0.180 -0.05
O 0.802 -4.497 -0.533 0.188 -0.439 0.162 -0.39
I -0.609 -4.954 -3.412 0.015 -0.132 0.015 -0.18
H 5.519 2.216 1.907 -0.085 0.108 -0.033 0.34
H 6.719 1.600 0.790 0.025 0.054 -0.033 0.32
H 5.236 2.349 0.172 0.053 0.050 -0.125 0.00
H 5.600 -0.372 0.435 -0.018 -0.123 0.081 0.45
H 4.808 -0.003 1.974 0.129 -0.194 0.008 0.08
H 2.786 0.608 0.913 -0.001 0.080 0.042 0.23
H 3.627 1.135 -0.537 -0.078 0.096 0.048 0.19
H 4.172 -1.198 -1.109 0.007 -0.029 -0.002 0.49
H 3.168 -1.775 0.192 -0.020 -0.083 0.012 0.15
H 2.099 0.196 -1.846 0.075 -0.027 -0.113 0.64
H 2.304 -1.458 -2.353 -0.126 -0.094 -0.044 0.84
H 1.195 -2.344 0.662 0.024 -0.063 -0.022 0.35
H 1.079 -0.784 1.100 -0.044 -0.008 0.003 0.01
H 0.204 0.949 -1.191 -0.061 0.044 -0.087 0.79
H -1.935 1.079 -0.427 -0.004 0.072 -0.008 -0.56
H -1.233 -0.055 0.690 0.171 0.066 0.010 0.57
H -2.635 -1.814 -0.047 0.178 -0.082 -0.091 0.32
H -2.773 -1.189 -1.670 0.163 -0.022 -0.046 0.55
H -4.800 -0.499 -1.056 -0.029 -0.037 0.059 0.40
H -4.032 0.787 -0.139 0.034 0.058 0.008 0.34
H -3.072 -0.998 2.262 0.041 -0.016 0.082 0.24
H -4.682 -0.602 2.932 0.056 -0.104 0.039 0.25
H -3.750 0.625 2.058 -0.033 0.059 -0.027 0.30
H 0.431 -0.189 -3.221 -0.041 0.252 0.013 0.67
H -2.337 -0.401 -3.888 -0.101 0.037 0.144 0.43
H -1.123 0.699 -4.491 -0.050 0.117 0.019 0.44
H -3.104 4.760 -0.815 0.040 0.024 -0.016 0.33
H -1.386 4.472 -0.547 0.051 -0.112 0.019 0.26
H -2.551 3.148 -0.332 0.090 -0.126 -0.043 0.10
H -0.783 -2.661 -0.926 -0.004 -0.144 -0.090 0.39
H -0.126 -4.666 -0.317 -0.009 0.125 0.041 0.34
C -9.125 -1.713 -1.356 0.123 0.177 -0.086 -1.43
C -8.100 -2.801 -1.541 -0.111 0.087 0.082 0.47
C -7.555 -3.404 -0.262 0.012 -0.048 0.052 -0.48
O -6.238 -3.806 -0.654 -0.058 -0.005 0.034 -0.30
C -5.841 -2.984 -1.655 -0.097 0.099 0.191 0.68
O -4.726 -2.880 -2.044 0.160 -0.115 -0.181 -0.53
O -6.895 -2.279 -2.130 -0.004 -0.055 -0.058 -0.32
H -9.430 -1.303 -2.318 -0.027 -0.048 -0.011 0.35
H -10.007 -2.109 -0.853 -0.007 -0.027 0.002 0.38
H -8.711 -0.898 -0.762 0.008 -0.040 0.057 0.32
H -8.478 -3.583 -2.205 0.017 -0.023 0.000 0.26
H -8.119 -4.263 0.094 0.095 -0.085 -0.051 0.32
H -7.468 -2.662 0.535 -0.022 0.043 -0.021 0.27
C 7.482 6.874 0.143 0.059 -0.130 -0.183 -1.44
C 6.015 6.532 0.140 0.151 0.014 0.058 0.45
C 5.525 5.768 1.353 -0.060 0.005 0.035 -0.48
O 4.432 5.014 0.814 0.082 -0.005 0.085 -0.26
C 4.685 4.810 -0.500 -0.013 0.096 -0.051 0.69
O 4.097 4.045 -1.191 -0.084 -0.026 -0.070 -0.53
O 5.703 5.599 -0.913 -0.013 0.044 0.023 -0.36
H 7.762 7.380 -0.780 -0.028 0.046 0.018 0.36
H 7.715 7.530 0.982 -0.018 0.016 0.014 0.38
H 8.085 5.969 0.222 -0.021 -0.012 0.065 0.35
H 5.409 7.426 -0.023 -0.032 -0.007 0.007 0.26
H 5.177 6.403 2.164 -0.127 -0.028 -0.032 0.33
H 6.277 5.070 1.729 0.045 0.027 -0.013 0.28
C 3.018 -4.567 3.402 0.041 0.136 -0.204 -1.31
C 2.456 -3.419 4.199 0.016 -0.177 -0.048 0.44
C 0.977 -3.508 4.514 -0.044 0.005 0.044 -0.48
O 0.597 -2.127 4.589 0.005 -0.056 -0.001 -0.35
C 1.441 -1.428 3.798 -0.049 -0.219 -0.130 0.65
O 1.271 -0.310 3.439 0.025 0.241 0.026 -0.54
O 2.497 -2.195 3.439 0.041 0.040 0.030 -0.25
H 4.071 -4.403 3.179 0.014 -0.009 0.057 0.36
H 2.923 -5.497 3.964 -0.005 -0.003 0.024 0.40
H 2.490 -4.669 2.453 -0.061 -0.028 0.024 0.22
H 3.036 -3.257 5.112 -0.013 0.022 0.015 0.26
H 0.755 -4.010 5.452 -0.024 0.124 0.060 0.33
H 0.416 -3.978 3.703 0.036 -0.032 -0.021 0.28
```
Forces are in eV/Å.


# 4
DFT (ωB97M-V with the def2-TZVPD basis set) results for a 2-piece molecular cluster, C5H9NO2S overall.

As for the frontier orbital gap: 9.992 eV. The total charge is 0. The value obtained for the relative energy (zero: lowest compared OMol25 entry of this formula, charge and spin) is 5.3016 eV.

XYZ file:
```
18
Properties=species:S:1:pos:R:3:forces:R:3:mulliken_charge:R:1
C 0.494 0.357 -1.796 -0.457 -1.155 0.209 -0.59
C 0.092 -0.767 -1.280 0.412 0.769 -1.182 -0.19
C -0.635 -0.319 -2.515 0.041 -0.162 -0.233 -0.36
C 0.531 -0.150 2.381 -0.067 -0.377 0.178 -0.82
C -0.908 0.605 0.688 -0.084 0.347 0.932 -0.34
N 0.070 0.810 1.433 -0.282 0.718 -0.642 -0.26
O -2.630 2.467 0.730 -0.167 -0.518 -0.899 -0.52
O -0.463 2.970 -0.424 0.722 0.641 -0.170 -0.56
S -1.501 1.968 -0.405 -1.042 -0.272 1.151 0.62
H 1.129 1.207 -1.779 0.351 0.371 0.058 0.41
H -1.642 0.075 -2.439 -0.116 0.032 0.028 0.10
H -0.435 -0.811 -3.462 -0.012 -0.074 -0.102 0.24
H 1.535 -0.456 2.086 0.027 -0.062 0.091 0.28
H 0.607 0.345 3.349 0.040 -0.125 0.053 0.31
H -0.115 -1.036 2.466 0.051 0.017 0.036 0.33
H -1.574 -0.268 0.708 0.025 -0.022 -0.062 0.56
H 0.206 -1.578 -0.603 0.108 -0.252 0.390 0.47
H -2.258 3.170 1.272 0.450 0.125 0.164 0.33
```
Forces are in eV/Å.


# 5
DFT (ωB97M-V with the def2-TZVPD basis set) results for a 4-piece molecular cluster, C4H16N8O4 overall.

As for the frontier orbital gap: 9.626 eV. Its SMILES is NC(N)=O.NC(N)=O.NC(N)=O.NC(N)=O. The total charge is 0. The value obtained for the relative energy (zero: lowest compared OMol25 entry of this formula, charge and spin) is 1.0563 eV.

XYZ file:
```
32
Properties=species:S:1:pos:R:3:forces:R:3:mulliken_charge:R:1
N -1.240 -0.897 2.014 -0.191 0.539 -0.938 -0.29
C -2.535 -0.708 1.621 -0.628 -0.568 0.494 0.55
N -2.647 -0.429 0.293 0.183 0.082 -0.492 -0.27
O -3.509 -0.835 2.348 0.154 -0.120 0.152 -0.68
H -0.990 -1.195 2.932 -0.059 0.246 0.165 0.17
H -0.587 -0.698 1.273 0.643 -0.195 0.549 0.22
H -3.552 -0.472 -0.132 -0.108 0.178 0.165 0.16
H -1.826 -0.208 -0.255 -0.187 0.072 0.097 0.18
N -1.969 -4.344 1.727 -0.454 -0.226 0.310 -0.37
C -0.973 -4.342 0.805 0.405 -0.020 -0.369 0.66
N 0.131 -3.592 1.120 0.015 -0.300 0.296 -0.38
O -1.057 -4.952 -0.249 -0.214 0.368 -0.254 -0.65
H -1.882 -4.054 2.682 0.085 0.323 -0.097 0.16
H -2.861 -4.689 1.428 0.087 -0.243 0.043 0.20
H 0.260 -3.236 2.046 -0.013 0.307 -0.087 0.18
H 0.746 -3.303 0.385 0.152 -0.253 0.005 0.19
N 0.739 0.907 -2.773 -0.120 0.043 -0.242 -0.43
C 0.011 0.115 -1.954 0.316 -1.045 1.113 0.70
N -0.520 -1.001 -2.522 -0.149 0.607 -0.359 -0.37
O -0.057 0.313 -0.742 -0.018 0.088 -0.191 -0.70
H 1.436 1.466 -2.322 -0.115 0.350 -0.218 0.20
H 0.521 0.949 -3.750 0.399 0.173 -0.090 0.18
H -0.272 -1.218 -3.469 -0.185 -0.362 0.038 0.18
H -1.043 -1.639 -1.949 -0.023 -0.104 -0.088 0.21
N 2.581 4.479 -1.157 -0.642 -0.821 1.015 -0.42
C 2.893 4.314 0.169 1.372 0.764 0.033 0.63
N 3.189 5.473 0.841 -0.269 -0.378 -0.027 -0.41
O 3.028 3.215 0.669 -0.438 -0.094 0.064 -0.61
H 2.806 5.300 -1.679 -0.025 -0.156 -0.308 0.20
H 2.399 3.553 -1.502 0.020 0.413 -1.021 0.21
H 3.063 6.371 0.416 0.114 0.094 0.141 0.17
H 3.717 5.355 1.685 -0.107 0.240 0.105 0.23
```
Forces are in eV/Å.


Look up the total charge of the first one.
+4